A structure of composition C2H3NO2 in a non-equilibrium geometry. Source: the OMol25 dataset; level of theory: wB97M-V/def2-TZVPD.

Values from the calculation:
- ΔE to the lowest compared entry with this formula, charge and spin: 0.813 eV
- LUMO energy (spin up / spin down): 5.4 / 5.4 eV
- Total charge: -2
- HOMO-LUMO gap (spin up / spin down): 3.90 / 3.90 eV
- Energy: -7699.772 eV
- Maximum force: 4.02 eV/Å

Positions of all 8 atoms, in Å:
C  -0.0653  1.5952  -1.3109
C  1.2242  1.2347  -0.8248
N  0.3252  0.3884  -2.2344
O  1.9875  1.6697  0.0379
O  0.5746  0.7821  -3.4496
H  -0.1588  2.4437  -1.8541
H  -0.9840  1.3342  -0.7151
H  -2.9035  -9.4479  10.3510

Force components x, y, z for each atom (eV/Å):
-1.39 -3.51 1.38
1.55 0.35 0.93
0.23 0.95 -0.41
-0.77 -0.59 -1.03
-0.06 -0.34 1.10
-0.22 2.87 -1.64
0.68 0.31 -0.36
-0.01 -0.03 0.04